[1]
ORCA calculation (ωB97M-V/def2-TZVPD) on a structure of composition C25H40BrCl3InN3O3Si at a distorted geometry.

The LUMO energy (spin up / spin down) comes out at -0.0335 / -0.0422 Eh. The highest occupied orbital energy (spin up / spin down) is -4.019 / -3.307 eV. The energy above the lowest of the compared OMol25 structures with the same formula, charge and spin comes out at 4.825 eV. The frontier orbital gap (spin up / spin down) comes out at 0.114 / 0.079 hartree. The spin multiplicity is 1.

```
77
Properties=species:S:1:pos:R:3:mulliken_charge:R:1
C 1.647 -1.705 -4.419 -1.8029
C 0.865 -0.608 -3.744 1.9319
H 2.154 -1.318 -5.315 0.4851
H 0.942 -2.485 -4.733 0.2613
H 2.405 -2.135 -3.766 0.3775
C 0.029 0.225 -4.503 -0.4439
C -0.130 0.196 -5.967 -1.7217
H -0.598 0.961 -4.013 0.2535
H -0.753 -0.630 -6.351 0.2202
H 0.844 0.208 -6.493 0.3447
H -0.663 1.129 -6.200 0.3663
In 1.103 -0.401 2.604 1.0917
Cl 2.536 -2.271 3.190 -0.4946
Cl -0.567 -2.108 0.777 -0.0633
C 1.079 2.692 3.009 0.0157
O 0.438 1.623 3.272 -0.6273
N 0.526 3.767 2.443 0.3298
C -0.902 3.896 2.197 -0.7843
C 1.367 4.927 2.141 -0.8220
H 2.158 2.773 3.227 0.4429
H -1.425 2.955 2.390 0.1747
H -1.053 4.192 1.150 0.2298
H -1.309 4.700 2.829 0.3543
H 2.413 4.603 2.193 0.2682
H 1.199 5.735 2.870 0.3321
H 1.140 5.298 1.132 0.2476
H -1.794 -1.456 -1.625 -0.0597
H -2.795 0.974 -3.329 0.2607
C -2.774 -1.062 -1.315 -0.8660
C -3.411 1.057 -2.421 -0.8427
N -2.773 0.390 -1.287 0.2601
H -3.029 -1.473 -0.335 0.3795
C -2.283 1.107 -0.221 -0.1372
O -1.591 0.655 0.699 -0.3869
H -3.555 2.117 -2.187 0.2999
H -2.575 2.182 -0.277 0.3062
H -3.516 -1.369 -2.063 0.3451
H -4.375 0.582 -2.624 0.3912
O 0.350 -0.991 -2.343 -0.3312
C 1.449 -0.089 -2.400 -1.1019
C -0.083 1.796 -1.930 1.0574
C 1.215 1.288 -1.945 0.3563
H -0.863 1.101 -2.222 -0.2873
C -0.349 3.128 -1.638 -1.2115
H 2.436 -0.514 -2.152 0.3140
C 2.290 2.153 -1.641 -0.3634
H -1.380 3.502 -1.671 0.4481
C 0.725 3.983 -1.350 -0.8376
C 2.038 3.488 -1.351 -0.6949
H 3.298 1.743 -1.680 0.4601
H 0.530 5.045 -1.207 0.6438
H 2.873 4.154 -1.136 0.4477
Si 0.279 -3.736 -0.275 0.3513
Cl 2.552 0.642 1.219 -0.4368
C -0.989 -4.998 -0.828 -1.1046
C 1.059 -4.712 1.148 -0.6895
C 1.489 -3.165 -1.530 -0.3760
H -1.751 -4.595 -1.492 0.3499
H -1.484 -5.436 0.044 0.2900
H -0.463 -5.811 -1.337 0.3397
H 0.902 -2.853 -2.404 -0.0880
H 2.190 -3.942 -1.879 0.5122
H 2.095 -2.348 -1.113 0.1266
H 1.712 -4.076 1.759 -0.0333
H 1.642 -5.560 0.760 0.3326
H 0.288 -5.126 1.814 0.2420
Br -3.089 -2.909 6.139 -0.1604
C -1.491 -1.921 5.948 -0.3835
C -0.794 -1.483 7.070 -0.0279
C 0.400 -0.782 6.900 -0.8576
C 0.823 -0.476 5.612 0.0242
N 0.083 -0.828 4.543 0.0141
C -1.029 -1.593 4.671 -0.0801
H -1.184 -1.678 8.062 0.4504
H 1.022 -0.447 7.728 0.3885
H 1.772 0.029 5.406 0.3972
H -1.535 -1.905 3.767 0.6013
```

***

[2]
ORCA calculation (ωB97M-V/def2-TZVPD) on a structure of composition C25H40CaF11GeNO4PS3 at a distorted geometry.

The LUMO energy comes out at -0.0832 Eh. The highest occupied orbital energy is -11.880 eV. Its charge is +1. The energy above the lowest of the compared OMol25 structures with the same formula, charge and spin comes out at 0.372 eV. The frontier orbital gap comes out at 0.353 hartree. The spin multiplicity is 1.

```
87
Properties=species:S:1:pos:R:3:mulliken_charge:R:1
Ca 0.440 0.579 1.427 1.7491
F 0.919 -3.523 3.266 -0.2117
C 1.083 -3.209 1.996 0.7901
F -0.033 -2.609 1.543 -0.2256
F 1.296 -4.298 1.283 -0.1894
S 2.543 -2.042 1.774 1.1797
O 2.019 -1.002 0.883 -0.6604
O 3.616 -2.850 1.336 -0.6152
N 2.805 -1.417 3.226 -0.6816
S 1.892 -0.221 3.616 1.2463
O 2.185 1.052 2.951 -0.7372
O 0.450 -0.495 3.445 -0.8770
C 2.248 -0.052 5.427 0.5003
F 1.418 0.863 5.901 -0.1632
F 2.042 -1.208 6.017 -0.1711
F 3.496 0.340 5.576 -0.1813
F -2.533 3.330 -5.056 -0.2810
C -2.080 2.416 -4.215 0.6160
C -1.265 2.788 -3.157 0.2730
F -0.936 4.064 -2.979 -0.3266
C -0.797 1.819 -2.292 -0.4391
F 0.006 2.207 -1.281 -0.4946
C -1.129 0.479 -2.425 0.9883
S -0.557 -0.661 -1.214 -0.2882
C -1.951 0.136 -3.487 -0.1839
F -2.310 -1.135 -3.665 -0.3679
C -2.419 1.083 -4.384 0.2268
F -3.199 0.720 -5.390 -0.2872
C 1.317 -7.159 -2.439 -1.4831
C 0.824 -5.803 -1.955 0.1312
C -0.276 -5.232 -2.843 -0.6813
C -0.845 -3.904 -2.335 -0.6724
Ge 0.454 -2.446 -2.276 0.3347
C 1.125 -1.726 -3.963 -0.5111
C 1.818 -2.752 -4.864 -0.8955
C 3.087 -3.333 -4.252 0.0840
C 3.716 -4.406 -5.128 -1.4730
H 2.106 -7.550 -1.797 0.3915
H 1.717 -7.092 -3.453 0.2819
H 0.507 -7.890 -2.454 0.3586
H 1.671 -5.110 -1.904 0.1682
H 0.446 -5.885 -0.930 0.2543
H -1.090 -5.961 -2.903 0.5115
H 0.094 -5.121 -3.866 0.1241
H -1.219 -4.032 -1.315 0.4451
H -1.690 -3.572 -2.937 0.4680
H 1.526 -2.662 -1.199 -0.4505
H 1.821 -0.921 -3.709 0.4547
H 0.283 -1.265 -4.484 0.3339
H 2.071 -2.270 -5.813 0.5537
H 1.127 -3.560 -5.119 0.1802
H 2.872 -3.752 -3.262 0.0961
H 3.801 -2.522 -4.078 0.3608
H 3.033 -5.248 -5.265 0.2935
H 4.637 -4.792 -4.692 0.3800
H 3.956 -4.014 -6.118 0.3751
C -0.430 3.700 4.135 -1.4942
C -1.706 3.385 3.353 0.7299
C -2.428 2.194 3.988 -1.4978
P -1.297 3.019 1.593 0.3595
C -0.548 4.565 0.892 0.7279
C 0.977 4.532 0.998 -1.4833
C -1.096 5.883 1.443 -1.4982
C -2.899 2.825 0.674 0.9283
C -3.341 1.361 0.643 -1.4031
C -4.047 3.732 1.118 -1.5926
H -0.649 3.725 5.204 0.4797
H 0.007 4.661 3.868 0.2286
H 0.340 2.937 3.982 0.1523
H -2.368 4.256 3.368 0.6040
H -1.840 1.275 3.904 0.1706
H -3.405 2.005 3.546 0.2621
H -2.578 2.379 5.053 0.4845
H -0.810 4.512 -0.169 0.1711
H 1.313 4.598 2.034 0.2958
H 1.409 5.377 0.459 0.4863
H 1.407 3.627 0.561 0.2102
H -0.764 6.061 2.466 0.2880
H -2.183 5.931 1.430 0.2524
H -0.726 6.710 0.835 0.4733
H -2.625 3.111 -0.348 0.0202
H -3.627 1.000 1.633 0.1820
H -2.563 0.699 0.253 0.2906
H -4.210 1.241 -0.007 0.5027
H -4.351 3.534 2.146 0.2589
H -4.918 3.554 0.484 0.4847
H -3.799 4.789 1.039 0.3243
```

***

[3]
ORCA calculation (ωB97M-V/def2-TZVPD) on a structure of composition C25H40F3O13SY at a distorted geometry.

The LUMO energy comes out at -0.4325 Eh. The highest occupied orbital energy is -12.910 eV. Its charge is +2. The energy above the lowest of the compared OMol25 structures with the same formula, charge and spin comes out at 14.347 eV. The frontier orbital gap comes out at 0.042 hartree. The spin multiplicity is 1.

```
83
Properties=species:S:1:pos:R:3:mulliken_charge:R:1
Y 5.169 5.103 3.922 1.1500
C 2.523 0.788 -2.180 0.6172
F 3.722 0.162 -1.871 -0.1831
F 2.711 1.592 -3.323 -0.1941
F 1.581 -0.151 -2.444 -0.1773
S 1.885 1.872 -0.730 1.1293
O 0.840 2.665 -1.234 -0.4239
O 1.366 0.978 0.272 -0.4390
O 2.922 2.714 -0.179 -0.4670
C -5.733 -0.647 -3.311 -0.5428
C -6.868 -0.902 -4.296 -0.4776
C -6.374 -0.263 -5.558 -0.3638
O -5.734 0.895 -5.053 -0.2962
C -5.108 0.618 -3.866 -0.3107
H -5.000 -1.451 -3.379 0.2396
H -6.013 -0.614 -2.258 0.3549
H -7.855 -0.590 -3.956 0.2914
H -6.953 -1.950 -4.581 0.2844
H -7.180 -0.015 -6.249 0.3054
H -5.624 -0.837 -6.100 0.2846
H -5.400 1.359 -3.121 0.2789
H -4.024 0.521 -3.924 0.2920
C -2.620 -6.675 2.344 -0.5254
C -1.744 -5.456 2.696 -0.4479
C -0.701 -6.075 3.606 -0.3689
O -0.553 -7.380 2.991 -0.3258
C -1.677 -7.866 2.383 -0.2856
H -3.056 -6.566 1.351 0.3004
H -3.458 -6.780 3.033 0.2935
H -2.317 -4.740 3.285 0.2936
H -1.276 -4.916 1.873 0.2763
H -1.025 -6.168 4.643 0.2811
H 0.261 -5.562 3.594 0.2897
H -2.111 -8.746 2.858 0.2866
H -1.535 -8.204 1.356 0.2611
O -0.601 5.516 4.738 -0.6350
C -1.698 5.885 5.027 0.5147
O -2.011 7.081 5.377 -0.3517
C -3.335 7.112 5.973 -0.3366
C -4.020 5.865 5.530 -0.5130
C -2.948 4.966 5.015 -0.3071
H -3.913 8.001 5.720 0.3227
H -3.308 7.102 7.063 0.2271
H -4.845 6.052 4.842 0.2420
H -4.608 5.528 6.384 0.3148
H -3.146 4.489 4.055 0.2995
H -2.795 4.197 5.773 0.2203
O -3.203 11.901 -1.539 -0.5215
C -2.905 10.707 -1.431 0.5319
O -2.824 10.007 -2.593 -0.3163
C -2.562 8.659 -2.291 -0.3750
C -3.116 8.546 -0.815 -0.4603
C -2.778 9.878 -0.203 -0.3563
H -1.562 8.239 -2.398 0.2611
H -3.200 8.151 -3.014 0.2999
H -2.544 7.847 -0.205 0.2607
H -4.115 8.113 -0.766 0.3014
H -1.808 10.069 0.257 0.2752
H -3.504 10.262 0.514 0.2695
O 7.908 -0.098 2.421 -0.6464
C 8.546 -1.100 2.070 0.4767
O 7.953 -2.315 2.006 -0.3195
C 8.854 -3.305 1.688 -0.3479
C 10.233 -2.687 1.391 -0.4880
C 10.016 -1.245 1.904 -0.2965
H 8.386 -3.841 0.863 0.3246
H 9.089 -4.028 2.469 0.2277
H 10.483 -2.897 0.351 0.2732
H 11.040 -3.173 1.940 0.2724
H 10.425 -0.512 1.209 0.2768
H 10.433 -1.108 2.902 0.2431
O 4.936 -7.748 -2.318 -0.4756
C 4.124 -7.397 -3.106 0.4670
O 4.278 -7.133 -4.422 -0.3363
C 3.027 -7.010 -5.052 -0.3168
C 2.042 -6.893 -3.940 -0.4957
C 2.778 -6.981 -2.677 -0.2430
H 2.738 -7.858 -5.673 0.2413
H 3.085 -6.086 -5.627 0.2903
H 1.333 -7.720 -3.902 0.2618
H 1.417 -6.001 -3.948 0.2830
H 2.306 -7.711 -2.020 0.2446
H 2.873 -6.040 -2.135 0.2342
```